The following is a DFT calculation (the ωB97M-V functional and the def2-TZVPD basis) of 3 unconnected molecules or ions with the total composition C44H40NO8 at a distorted geometry.

Last column: Mulliken charge in e.
CARTESIAN COORDINATES (ANGSTROEM)
1 C -1.510 3.325 -1.934  -0.899
2 C -1.952 2.237 -0.964  0.722
3 O -1.655 2.360 0.200  -0.535
4 O -2.704 1.164 -1.361  -0.430
5 C -1.842 0.019 -1.611  0.681
6 C -2.639 -1.042 -2.371  -0.677
7 C -1.783 -1.996 -3.253  -0.597
8 C -1.215 -3.230 -2.508  -0.815
9 C -0.100 -2.943 -1.471  -0.228
10 C 1.334 -2.836 -2.099  -1.058
11 C 1.632 -1.314 -2.290  0.515
12 C 2.750 -1.055 -3.315  -0.718
13 N 2.997 0.413 -3.497  0.214
14 C 2.003 1.298 -3.556  -0.033
15 C 2.236 2.649 -3.685  -0.848
16 C 3.552 3.109 -3.796  0.581
17 C 3.789 4.610 -3.948  0.246
18 O 4.896 5.072 -3.938  -0.443
19 O 2.672 5.397 -4.092  -0.482
20 C 4.575 2.166 -3.771  -0.768
21 C 4.257 0.845 -3.604  0.103
22 H -2.089 4.237 -1.717  0.403
23 H -0.459 3.600 -1.771  0.127
24 H -1.669 3.091 -2.996  0.364
25 H -1.546 -0.336 -0.610  0.282
26 H -0.963 0.402 -2.157  -0.485
27 H -3.312 -1.596 -1.704  0.248
28 H -3.285 -0.490 -3.075  0.336
29 H -2.481 -2.391 -4.011  0.338
30 H -1.025 -1.442 -3.835  0.283
31 H -0.827 -3.924 -3.268  0.428
32 H -2.047 -3.718 -1.978  0.392
33 H -0.075 -3.796 -0.775  0.257
34 H -0.307 -2.063 -0.843  0.063
35 H 2.031 -3.215 -1.339  0.437
36 H 1.386 -3.387 -3.045  0.364
37 H 0.697 -0.887 -2.678  -0.638
38 H 1.857 -0.838 -1.326  0.305
39 H 2.613 -1.570 -4.272  0.237
40 H 3.683 -1.431 -2.868  0.380
41 H 0.960 0.994 -3.506  0.342
42 H 1.386 3.325 -3.699  0.747
43 H 2.170 5.397 -3.263  0.338
44 H 5.600 2.516 -3.888  0.513
45 H 5.080 0.132 -3.586  0.402
46 C 1.879 -4.908 4.557  -0.542
47 C 2.770 -5.676 5.300  -0.472
48 C 3.324 -6.822 4.752  -0.601
49 C 2.981 -7.211 3.464  0.295
50 C 2.069 -6.453 2.726  0.245
51 C 1.529 -5.295 3.274  -0.540
52 C 1.654 -6.881 1.364  0.569
53 O 0.863 -6.217 0.720  -0.711
54 C 2.218 -8.139 0.809  0.203
55 C 1.799 -8.585 -0.439  -0.543
56 C 2.327 -9.749 -0.972  -0.513
57 C 3.285 -10.469 -0.265  -0.471
58 C 3.703 -10.032 0.981  -0.592
59 C 3.165 -8.872 1.527  0.261
60 C 3.597 -8.434 2.881  0.494
61 O 4.430 -9.062 3.500  -0.652
62 H 1.454 -4.008 4.984  0.410
63 H 3.033 -5.379 6.307  0.405
64 H 4.021 -7.416 5.329  0.478
65 H 0.832 -4.699 2.701  0.498
66 H 1.056 -8.025 -0.992  0.492
67 H 1.995 -10.097 -1.942  0.406
68 H 3.702 -11.374 -0.686  0.401
69 H 4.444 -10.595 1.532  0.481
70 C -6.765 8.265 4.793  -0.474
71 C -6.254 9.491 4.378  -0.477
72 C -5.129 9.539 3.571  -0.572
73 C -4.503 8.360 3.184  0.211
74 C -5.002 7.130 3.620  0.194
75 C -6.140 7.088 4.416  -0.566
76 C -4.317 5.861 3.257  0.509
77 O -4.751 4.791 3.630  -0.658
78 C -3.080 5.931 2.429  0.242
79 C -2.394 4.760 2.127  -0.580
80 C -1.251 4.809 1.347  -0.566
81 C -0.792 6.031 0.860  -0.625
82 C -1.469 7.202 1.163  -0.616
83 C -2.609 7.157 1.956  0.170
84 C -3.307 8.425 2.303  0.635
85 O -2.903 9.488 1.879  -0.662
86 H -7.649 8.230 5.416  0.402
87 H -6.737 10.411 4.684  0.403
88 H -4.737 10.493 3.245  0.469
89 H -6.536 6.136 4.744  0.471
90 H -2.751 3.810 2.502  0.518
91 H -0.718 3.908 1.120  0.655
92 H 0.099 6.070 0.244  0.432
93 H -1.109 8.151 0.787  0.489

Atoms 1-6, force components in eV/Å:
C -0.415 -0.038 -0.763
C 0.287 0.358 1.570
O -0.210 -0.801 -0.911
O 0.439 0.479 -0.924
C -0.603 -0.022 0.802
C 0.380 0.532 -0.975

E_tot   -64141.0704 eV
Orbital gap   5.91 eV
Total charge   +1
Multiplicity   1

---

The following is a DFT calculation (the ωB97M-V functional and the def2-TZVPD basis) of a single C8H11NO molecule at a distorted geometry.

Last column: natural (NBO) charge in e.
CARTESIAN COORDINATES (ANGSTROEM)
1 C 2.369 -0.883 -0.803  -0.088
2 C 0.996 -0.909 -0.898  -0.339
3 C 2.862 0.153 0.001  0.013
4 C 0.272 0.142 -0.276  0.419
5 C 4.175 -0.009 0.434  -0.484
6 C -1.574 -0.068 1.297  -0.610
7 C -1.945 1.266 -1.039  -0.585
8 C -1.331 0.010 -0.231  -0.237
9 N 2.104 1.181 0.590  -0.175
10 O 0.794 1.110 0.348  -0.228
11 H 2.982 -1.609 -1.153  0.215
12 H 0.523 -1.637 -1.605  0.230
13 H 4.658 0.761 0.981  0.196
14 H 4.820 -0.802 0.123  0.187
15 H -1.030 0.831 1.810  0.221
16 H -1.258 -0.976 1.685  0.212
17 H -2.674 0.033 1.588  0.213
18 H -1.970 2.188 -0.423  0.217
19 H -2.999 1.025 -1.238  0.211
20 H -1.488 1.461 -1.866  0.199
21 H -1.526 -0.979 -0.562  0.212

Atoms 1-6, force components in eV/Å:
C -3.915 2.153 1.224
C 0.411 -0.109 -1.290
C 3.028 -0.379 2.046
C -3.302 -2.986 -1.904
C -1.056 0.997 -0.624
C -1.820 4.130 0.224

E_tot   -12006.2582 eV
Relative energy (zero: lowest compared OMol25 entry of this formula, charge and spin)   592.6 kJ/mol
Orbital gap (alpha / beta)   6.42 / 6.61 eV
Multiplicity   1

---

The following is a DFT calculation (the ωB97M-V functional and the def2-TZVPD basis) of a molecular structure, C3H5O4Zn at a distorted geometry.

Last column: Löwdin spin population.
CARTESIAN COORDINATES (ANGSTROEM)
1 O -0.238 2.075 1.029  0.005
2 C 0.281 1.677 -0.004  0.025
3 C -1.481 -0.197 1.322  0.001
4 O 1.439 1.830 -0.460  0.105
5 O -0.295 0.542 -0.636  0.088
6 C -1.164 -0.318 0.018  0.011
7 H -2.533 -0.244 1.602  0.000
8 H -0.707 -0.161 2.088  0.001
9 H -1.832 -0.794 -0.702  0.002
10 H 1.152 -1.535 -0.162  0.010
11 O 1.805 -1.229 -0.902  0.136
12 H 2.229 -2.010 -1.270  0.017
13 Zn 1.344 0.363 -1.922  0.598

Atoms 1-6, force components in eV/Å:
O 0.182 0.537 -1.797
C 0.589 -0.226 4.365
C 0.621 -1.086 -0.258
O 0.060 0.507 -1.405
O -0.062 -1.911 -0.848
C -1.840 1.482 0.081

E_tot   -59797.1395 eV
Relative energy (zero: lowest compared OMol25 entry of this formula, charge and spin)   154.3 kJ/mol
Orbital gap (alpha / beta)   7.07 / 8.12 eV
Expectation value of S²   0.75
Multiplicity   2

---

The following is a DFT calculation (the ωB97M-V functional and the def2-TZVPD basis) of 6 unconnected molecules or ions with the total composition C17H31BCl12N3O at a distorted geometry.

Last column: natural (NBO) charge in e.
CARTESIAN COORDINATES (ANGSTROEM)
1 C -0.733 3.640 0.446  -0.640
2 C -0.932 2.293 1.300  -0.399
3 C -0.288 0.974 0.572  -0.413
4 C -1.319 0.336 -0.494  -0.276
5 C -0.565 -0.239 -1.827  -0.610
6 C -2.252 -0.816 0.100  0.249
7 C -1.923 -2.083 0.930  0.111
8 C -0.393 -2.422 1.310  -0.143
9 Cl 0.375 -2.011 2.910  0.025
10 C 0.352 -3.087 0.270  0.081
11 C 1.892 -3.490 0.370  -0.682
12 Cl -0.510 -3.518 -1.309  -0.004
13 N -3.111 -2.883 1.264  -0.502
14 C -4.172 -2.117 0.631  0.612
15 N -5.487 -2.748 0.787  -0.845
16 N -3.735 -0.929 -0.051  -0.648
17 B -4.627 0.024 -0.822  1.181
18 C -6.098 0.529 -0.346  -1.033
19 O -4.109 0.555 -2.079  -0.908
20 H -1.498 4.422 0.831  0.221
21 H -0.964 3.506 -0.676  0.205
22 H 0.297 4.134 0.576  0.232
23 H -0.409 2.401 2.312  0.226
24 H -2.059 2.078 1.392  0.184
25 H 0.590 1.394 -0.057  0.234
26 H 0.054 0.255 1.389  0.227
27 H -1.955 1.223 -0.882  0.233
28 H -1.221 -1.031 -2.348  0.226
29 H -0.493 0.648 -2.557  0.239
30 H 0.492 -0.612 -1.615  0.222
31 H 2.411 -3.015 -0.554  0.249
32 H 2.415 -3.072 1.300  0.264
33 H 1.993 -4.620 0.237  0.260
34 H -3.193 -3.764 1.790  0.481
35 H -6.012 -2.798 -0.097  0.407
36 H -6.034 -2.334 1.555  0.413
37 H -6.495 1.241 -1.158  0.272
38 H -5.974 1.023 0.677  0.265
39 H -6.782 -0.398 -0.337  0.254
40 H -3.912 1.517 -1.918  0.512
41 C 1.675 2.529 -3.973  -0.407
42 Cl 1.774 1.390 -2.623  -0.030
43 Cl 0.213 3.520 -3.866  -0.038
44 H 2.549 3.181 -3.949  0.243
45 H 1.656 1.969 -4.907  0.227
46 C 0.490 -5.510 4.783  -0.401
47 Cl 1.222 -5.895 6.344  -0.012
48 Cl 1.629 -5.781 3.459  -0.023
49 H -0.383 -6.145 4.635  0.223
50 H 0.188 -4.463 4.782  0.219
51 C 4.686 -4.496 6.887  -0.402
52 Cl 5.419 -4.881 8.449  -0.018
53 Cl 5.826 -4.768 5.563  -0.026
54 H 3.813 -5.131 6.739  0.225
55 H 4.385 -3.449 6.885  0.217
56 C 5.582 4.687 -2.948  -0.398
57 Cl 5.305 5.564 -1.439  -0.016
58 Cl 4.532 3.268 -3.064  -0.039
59 H 5.374 5.350 -3.785  0.237
60 H 6.621 4.363 -2.984  0.228
61 C 2.643 6.040 -5.822  -0.399
62 Cl 4.271 5.393 -6.060  -0.030
63 Cl 2.669 7.472 -4.786  -0.011
64 H 2.225 6.311 -6.791  0.230
65 H 2.023 5.276 -5.354  0.217

Atoms 1-6, force components in eV/Å:
C -0.752 0.562 0.356
C 0.368 -0.578 -0.856
C -0.259 1.296 -0.226
C 0.174 -0.396 -0.441
C -1.139 0.577 -0.294
C -1.015 -4.191 2.728

E_tot   -175586.1583 eV
Orbital gap   8.47 eV
Total charge   +1
Multiplicity   1

---

The following is a DFT calculation (the ωB97M-V functional and the def2-TZVPD basis) of 9 unconnected molecules or ions with the total composition C12H40ClN8O12 at a distorted geometry.

Last column: Löwdin spin population.
CARTESIAN COORDINATES (ANGSTROEM)
1 Cl 0.834 -0.293 0.726  0.000
2 O 0.426 -0.576 -0.661  0.001
3 O 0.275 -1.286 1.715  0.000
4 O 2.317 -0.308 0.747  0.004
5 O 0.462 1.046 1.105  0.000
6 C -3.467 0.556 -3.239  0.000
7 C -2.524 0.430 -2.064  0.000
8 O -1.674 1.483 -1.780  0.000
9 H -4.072 1.451 -3.092  0.000
10 H -4.163 -0.262 -3.423  0.000
11 H -2.787 0.616 -4.088  0.000
12 H -1.983 -0.516 -2.057  0.000
13 H -3.154 0.318 -1.182  0.000
14 H -1.041 1.196 -1.118  0.000
15 C -4.292 -2.846 -1.443  0.000
16 C -2.908 -3.257 -0.814  0.000
17 O -2.823 -2.787 0.510  0.000
18 H -4.282 -2.899 -2.531  0.000
19 H -4.600 -1.805 -1.340  0.000
20 H -5.059 -3.515 -1.054  0.000
21 H -2.011 -2.857 -1.288  0.000
22 H -2.727 -4.330 -0.868  0.000
23 H -1.955 -2.378 0.541  0.000
24 C -2.863 1.171 1.572  0.000
25 C -3.473 2.058 2.679  0.000
26 O -4.134 1.423 3.725  0.000
27 H -3.508 0.404 1.144  0.000
28 H -2.042 0.612 2.021  0.000
29 H -2.602 1.682 0.645  0.000
30 H -4.124 2.812 2.236  0.000
31 H -2.678 2.638 3.147  0.000
32 H -3.962 1.832 4.577  0.000
33 C 2.770 2.914 -1.212  0.000
34 C 2.854 3.677 0.124  0.000
35 O 3.368 2.666 1.018  0.000
36 H 2.576 3.638 -2.004  0.000
37 H 1.893 2.284 -1.359  0.000
38 H 3.633 2.276 -1.402  0.000
39 H 1.929 4.159 0.440  0.000
40 H 3.507 4.515 -0.118  0.000
41 H 2.852 1.884 0.811  0.000
42 C 2.623 -2.401 4.371  0.082
43 O 3.395 -2.933 5.201  0.827
44 N 1.303 -2.624 4.425  0.040
45 N 3.076 -1.477 3.516  0.035
46 H 0.884 -3.281 5.067  0.000
47 H 0.691 -2.127 3.793  0.005
48 H 4.059 -1.433 3.287  0.000
49 H 2.413 -1.126 2.841  0.005
50 C -0.653 -2.887 -3.980  0.000
51 O -1.652 -3.361 -4.475  0.000
52 N -0.333 -1.654 -4.071  0.000
53 N 0.080 -3.469 -3.110  0.000
54 H 0.452 -1.329 -3.525  0.000
55 H -0.906 -1.192 -4.762  0.000
56 H 0.053 -4.422 -2.778  0.000
57 H 0.845 -2.933 -2.727  0.000
58 C 1.758 4.020 3.869  0.000
59 O 1.662 5.027 3.153  0.000
60 N 2.452 3.926 4.955  0.000
61 N 1.089 2.948 3.595  0.000
62 H 3.207 4.566 5.152  0.000
63 H 2.479 3.011 5.382  0.000
64 H 1.019 2.302 4.369  0.000
65 H 0.570 2.875 2.732  0.000
66 C 2.990 -1.678 -3.268  0.000
67 O 3.183 -2.842 -2.838  0.000
68 N 2.862 -1.445 -4.560  0.000
69 N 3.224 -0.582 -2.549  0.000
70 H 2.953 -2.326 -5.046  0.000
71 H 2.836 -0.486 -4.874  0.000
72 H 3.047 0.362 -2.859  0.000
73 H 3.555 -0.856 -1.635  0.000

Atoms 1-6, force components in eV/Å:
Cl 0.872 0.129 -0.990
O -0.166 -0.090 2.193
O 1.047 1.207 -1.436
O -0.942 -0.897 0.714
O -0.644 -0.514 -0.004
C 1.131 0.813 -0.290

E_tot   -62095.1503 eV
Orbital gap (alpha / beta)   8.12 / 2.28 eV
Expectation value of S²   0.75
Multiplicity   2

---

> Which value of multiplicity does entry 5 give?

2

---

> Number 5 is which compound?

C12H40ClN8O12